This record from the OMol25 dataset describes a molecular structure, C10H10F6N3O6S4ScTe4 in a non-equilibrium geometry. The level of theory is wB97M-V/def2-TZVPD.

Cartesian coordinates (Å):
Sc: -1.34031 0.29370 -0.74220
C: 3.22878 -2.26441 -0.52656
O: 2.22422 -1.36999 -0.96606
C: 2.47272 -0.74005 -2.19697
C: 1.27450 -0.86689 -3.09654
O: 0.26540 0.06512 -2.74146
C: -0.84607 0.01049 -3.61630
H: 4.13527 -1.72603 -0.23321
H: 3.43926 -3.00964 -1.30184
H: 2.84918 -2.75131 0.36716
H: 3.32428 -1.21719 -2.69795
H: 2.70843 0.31880 -2.04542
H: 0.87575 -1.88586 -3.03445
H: 1.56772 -0.66943 -4.13608
H: -0.51820 0.01723 -4.66202
H: -1.43752 0.90754 -3.44759
H: -1.45656 -0.88473 -3.45131
Te: 2.40185 -0.51017 2.75069
Te: 4.79374 -1.09312 3.80997
Te: -0.24214 0.30032 3.44890
Te: 0.29771 -0.11964 1.03222
F: -5.96522 -0.40997 0.83033
C: -5.08839 -1.52253 0.76264
F: -5.38688 -2.18505 1.93331
F: -5.69718 -2.26725 -0.21980
S: -3.37923 -0.05733 0.77125
O: -2.24392 1.09502 0.84407
O: -3.27216 -0.25045 -0.74972
N: -2.23635 -1.32990 1.27839
S: -1.44790 -2.16357 0.27902
O: -1.06578 -1.62053 -1.06699
O: -0.33058 -2.82011 0.93029
C: -2.46123 -3.62438 -0.26257
F: -3.24641 -3.30301 -1.28968
F: -1.65331 -4.61504 -0.68779
F: -3.20456 -4.09352 0.72613
S: 0.34767 2.04362 -0.24792
C: -1.06786 3.14680 -0.48381
S: -1.74560 3.04428 -2.02262
C: -1.40715 4.01866 0.52995
C: -2.42652 4.99600 0.30793
N: -3.22814 5.80704 0.13062
C: -0.89796 3.90076 1.85787
N: -0.48695 3.79179 2.92935

Output
energy relative to the best compared isomer or geometry (same formula, charge and spin) = 8.5585 eV
net charge = -2

From a natural (NBO) analysis of the wavefunction, the atomic charges in e read:
1 Sc 0.9585
2 C -0.2509
3 O -0.5603
4 C -0.0832
5 C -0.0723
6 O -0.5244
7 C -0.2832
8 H 0.1825
9 H 0.1537
10 H 0.2224
11 H 0.1718
12 H 0.1970
13 H 0.1911
14 H 0.1659
15 H 0.1777
16 H 0.2365
17 H 0.1958
18 Te -0.0278
19 Te -0.7129
20 Te -0.0002
21 Te 0.6078
22 F -0.4294
23 C 0.5733
24 F -0.3986
25 F -0.3946
26 S 1.6783
27 O -1.0252
28 O -0.9800
29 N -1.1182
30 S 2.1725
31 O -0.9405
32 O -0.9273
33 C 0.7352
34 F -0.3089
35 F -0.3316
36 F -0.3012
37 S -0.0814
38 C -0.1701
39 S -0.1551
40 C -0.4490
41 C 0.3285
42 N -0.3785
43 C 0.3114
44 N -0.3552

This record from the OMol25 dataset describes 2 unconnected molecules or ions with the total composition ClFN2O2 in a non-equilibrium geometry. The level of theory is wB97M-V/def2-TZVPD.

Cartesian coordinates (Å):
N: -0.18305 0.60053 0.69456
N: 0.66364 -0.51877 -0.06668
O: 1.21091 -0.10388 -1.00222
O: 0.63084 -1.53732 0.45326
F: 0.00220 1.74532 0.08475
Cl: -2.32453 -0.18589 -0.16367

Output
energy relative to the best compared isomer or geometry (same formula, charge and spin) = 1.3707 eV
net charge = 0

From a natural (NBO) analysis of the wavefunction, the atomic charges in e read:
1 N 0.2125
2 N 0.6129
3 O -0.3067
4 O -0.2738
5 F -0.1456
6 Cl -0.0992

This record from the OMol25 dataset describes a molecular structure, C33H49Br2Ca2Cl2I2N5O10PS in a non-equilibrium geometry. The level of theory is wB97M-V/def2-TZVPD.

Cartesian coordinates (Å):
C: 0.25755 -6.30951 -2.56844
C: -1.13372 -6.51685 -1.85630
I: -2.47518 -7.56257 -3.42227
C: -1.86588 -5.17657 -1.55768
C: -1.09158 -4.19293 -0.62765
N: -0.87826 -2.92983 -1.38247
C: 0.26701 -2.21561 -0.72708
C: 0.35359 -0.76572 -1.27331
C: 1.77772 -0.12382 -1.13137
O: 1.82143 0.86706 -0.10352
C: 0.20545 -2.27997 0.83701
N: -1.13503 -2.66177 1.35961
I: -2.43943 -1.03321 1.02273
C: -1.64442 -3.97617 0.80757
S: -0.85781 -5.26236 1.88645
P: -3.48153 -4.16225 1.04828
O: -3.76626 -5.61653 1.04268
O: -3.96730 -3.63702 2.51267
O: -4.36138 -3.53603 -0.16789
H: 0.94694 -5.97175 -1.76641
H: 0.24226 -5.57534 -3.39502
H: 0.64631 -7.33115 -2.88686
H: -1.11048 -7.20304 -0.99241
H: -2.88831 -5.44852 -1.25215
H: -1.95653 -4.68884 -2.55545
H: -0.06410 -4.61091 -0.51197
H: -0.47500 -3.20838 -2.27727
H: 1.20865 -2.72105 -1.04737
H: 0.15870 -0.81980 -2.36292
H: -0.36225 -0.06618 -0.81902
H: 2.56119 -0.89975 -0.98869
H: 2.00933 0.40378 -2.07476
H: 1.96692 0.42024 0.74107
H: 0.55704 -1.32970 1.26653
H: 0.90275 -3.08238 1.15368
H: -1.05033 -2.76874 2.37918
H: -0.98102 -6.38294 1.12082
H: -4.53591 -4.33494 2.88290
H: -5.15324 -4.09085 -0.28105
N: -1.78123 1.93601 3.25555
C: -2.27904 1.23053 4.31356
C: -1.98647 1.51927 5.62430
C: -1.13240 2.58540 5.89536
C: -0.60170 3.31898 4.83794
C: -0.94593 2.96511 3.55295
H: -2.93602 0.41009 4.05370
H: -2.41302 0.92954 6.42369
H: -0.88313 2.83842 6.91519
H: 0.06765 4.14931 5.01565
H: -0.55822 3.50664 2.69895
O: 4.41052 6.47032 1.03142
C: 4.03269 5.44115 0.55216
O: 3.68431 4.35768 1.28991
C: 3.38299 3.25455 0.41811
C: 3.02896 3.87317 -0.93039
C: 3.91726 5.12765 -0.92110
H: 4.26295 2.60691 0.35918
H: 2.55452 2.68956 0.82869
H: 3.20407 3.16013 -1.82560
H: 1.97802 4.16620 -0.94634
H: 4.91204 4.92460 -1.31401
H: 3.45428 5.94846 -1.45689
C: 5.03882 0.96634 7.09542
C: 3.87353 1.16299 6.36593
C: 2.67041 1.36870 7.02226
C: 2.64934 1.37962 8.40774
C: 3.80352 1.17754 9.14606
C: 5.00307 0.96936 8.48333
N: 1.38177 1.62287 9.10610
O: 0.38083 1.77854 8.42528
O: 1.40107 1.66031 10.31714
H: 5.97877 0.81154 6.58010
H: 3.90458 1.15930 5.28401
H: 1.76647 1.52172 6.44796
H: 3.78336 1.18219 10.22698
H: 5.91213 0.81332 9.04896
Cl: 3.58717 3.86026 -3.19762
Cl: -3.60980 2.93413 2.89117
Ca: -2.73906 -6.76338 -6.07081
O: -2.67543 -1.57987 -5.48532
C: -2.15642 -0.57857 -4.93773
C: -2.82570 -0.44574 -3.34420
O: -2.32911 0.55550 -2.78081
H: -2.33477 0.41143 -5.38822
H: -1.06513 -0.58803 -4.76895
H: -2.63619 -1.43193 -2.88301
H: -3.91835 -0.45510 -3.49558
Ca: -0.34549 -8.35743 -4.59844
N: 5.13798 8.46210 -2.96867
C: 4.14950 8.53666 -2.07503
C: 3.00049 9.29113 -2.25679
C: 2.86992 10.01335 -3.43125
C: 3.88448 9.95217 -4.37198
C: 4.99057 9.16411 -4.09301
H: 4.29926 7.95803 -1.16978
H: 2.22976 9.31203 -1.49777
H: 1.98829 10.61648 -3.61146
H: 3.82007 10.50219 -5.30128
H: 5.80852 9.08234 -4.80087
Br: -7.12179 -7.44353 -9.64335
C: -8.28491 -6.51745 -8.38790
C: -7.53686 -5.45084 -7.63517
Br: -6.41368 -6.22704 -6.23984
H: -8.71867 -7.27385 -7.73983
H: -9.06917 -6.07294 -8.99788
H: -8.22688 -4.79298 -7.10981
H: -6.88731 -4.85525 -8.26985

Output
net charge = +1
total energy = -301247.646 eV

Mulliken atomic charge list, values in e, 99 entries:
1 C -1.3779
2 C 0.3327
3 I -0.3232
4 C -1.1595
5 C -0.5092
6 N -0.1426
7 C 0.1393
8 C 0.2559
9 C -0.9529
10 O -0.3008
11 C -1.3256
12 N -0.0826
13 I 0.2763
14 C 0.5785
15 S -0.1043
16 P 0.4371
17 O -0.6900
18 O -0.4446
19 O -0.3772
20 H 0.1680
21 H 0.3070
22 H 0.4545
23 H 0.3071
24 H 0.4009
25 H 0.3280
26 H 0.4950
27 H 0.4465
28 H 0.4246
29 H -0.1498
30 H 0.0225
31 H 0.2520
32 H 0.4207
33 H 0.2601
34 H 0.4930
35 H 0.2544
36 H 0.3725
37 H 0.1903
38 H 0.3256
39 H 0.3348
40 N -0.2579
41 C -0.1159
42 C -0.7089
43 C -0.1385
44 C -0.5104
45 C -0.4153
46 H 0.4650
47 H 0.4327
48 H 0.5318
49 H 0.4440
50 H 0.5357
51 O -0.6020
52 C 0.4322
53 O -0.3529
54 C 0.1288
55 C -0.1560
56 C -0.7226
57 H 0.1423
58 H -0.0186
59 H 0.1265
60 H 0.3481
61 H 0.3392
62 H 0.4645
63 C -0.4356
64 C -0.5386
65 C -0.1542
66 C 0.0422
67 C -0.3996
68 C -0.4333
69 N 1.0077
70 O -0.6321
71 O -0.5847
72 H 0.3792
73 H 0.4474
74 H 0.4534
75 H 0.4518
76 H 0.3800
77 Cl -0.4536
78 Cl -0.2727
79 Ca 0.5202
80 O -0.4369
81 C -0.1948
82 C 0.3928
83 O -0.3790
84 H 0.3245
85 H 0.2089
86 H -0.3067
87 H 0.3939
88 Ca 0.4544
89 N -0.5288
90 C -0.4859
91 C -0.4010
92 C -0.2960
93 C -0.3358
94 C -0.2252
95 H 0.8103
96 H 0.3743
97 H 0.3599
98 H 0.3580
99 H 0.3706

Q: The highest net charge belongs to which entry?
A: C33H49Br2Ca2Cl2I2N5O10PS

Q: Which of these has the lowest net charge?
A: C10H10F6N3O6S4ScTe4